(1)
108
Properties=species:S:1:pos:R:3:mulliken_spin:R:1 method="wB97M-V/def2-TZVPD" total_charge=+1 e_lumo_ev="-3.22 / -3.26" de_lowest_kcal_mol=14.2 spin_multiplicity=2
Ti 1.217 -1.818 -0.017 0.968
O 4.666 -2.782 2.187 0.012
C 3.757 -2.775 1.262 0.045
O 2.744 -1.946 1.349 -0.047
C 3.823 -3.726 0.182 0.011
O 2.989 -3.148 -0.803 0.030
C 2.602 -4.139 -1.822 0.001
C 1.107 -3.704 -2.270 0.003
O 0.404 -4.062 -3.204 0.020
O 0.686 -2.699 -1.494 -0.031
H 4.669 -1.947 2.723 0.000
H 4.903 -3.903 -0.126 0.000
H 3.499 -4.751 0.521 0.003
H 3.394 -4.036 -2.587 0.000
H 2.626 -5.125 -1.348 0.000
C 2.909 0.702 -1.205 0.012
Si 1.011 0.396 -1.066 -0.023
C 0.740 2.281 -0.543 -0.001
C 0.286 3.214 -1.484 0.006
C 0.472 4.619 -1.239 0.000
C 1.095 5.018 -0.029 -0.001
C 1.529 4.114 0.914 0.001
C 1.275 2.738 0.706 -0.002
P 1.693 1.539 1.990 0.016
C 3.395 1.876 2.555 -0.003
C 3.800 1.312 3.771 -0.001
C 5.057 1.613 4.330 0.000
C 5.846 2.537 3.621 0.000
C 5.446 3.160 2.437 0.000
C 4.207 2.860 1.884 -0.001
C 0.587 2.184 3.264 0.001
C 0.984 2.923 4.379 0.000
C -0.018 3.210 5.356 0.000
C -1.365 3.100 5.067 0.000
C -1.717 2.586 3.817 0.000
C -0.806 2.022 2.961 -0.001
C 0.429 0.383 -2.939 -0.006
C 1.463 0.438 -3.928 -0.008
C 1.138 1.021 -5.175 0.001
C -0.180 1.354 -5.511 -0.001
C -1.174 1.130 -4.573 0.000
C -0.902 0.606 -3.328 0.003
P -2.226 0.211 -2.153 -0.011
C -3.341 1.647 -2.164 -0.001
C -4.310 1.643 -3.174 0.000
C -5.104 2.760 -3.385 0.000
C -4.976 3.902 -2.552 0.000
C -4.055 3.845 -1.490 0.000
C -3.257 2.706 -1.300 0.000
C -2.988 -1.121 -3.131 0.000
C -4.387 -1.332 -2.923 0.000
C -5.054 -2.252 -3.744 0.000
C -4.357 -3.073 -4.698 0.000
C -2.948 -2.895 -4.799 0.000
C -2.280 -1.896 -4.072 0.000
H 3.119 1.672 -1.585 -0.002
H 3.339 0.010 -1.908 0.012
H 3.428 0.589 -0.242 0.010
H -0.170 2.914 -2.416 -0.001
H 0.081 5.431 -1.894 0.000
H 1.218 6.117 0.185 0.000
H 2.041 4.391 1.870 0.000
H 3.208 0.554 4.270 0.000
H 5.446 1.180 5.218 0.000
H 6.809 2.762 4.093 0.000
H 6.115 3.793 1.872 0.000
H 3.938 3.216 0.874 0.000
H 1.991 3.276 4.538 0.000
H 0.263 3.678 6.326 0.000
H -2.053 3.592 5.781 0.000
H -2.748 2.700 3.487 0.000
H -1.096 1.474 2.065 0.002
H 2.412 0.047 -3.708 0.000
H 1.990 1.148 -5.887 0.000
H -0.461 1.662 -6.549 0.000
H -2.190 1.361 -4.881 0.000
H -4.302 0.880 -3.935 0.000
H -5.870 2.717 -4.203 0.000
H -5.592 4.793 -2.848 0.000
H -3.824 4.761 -0.947 0.000
H -2.497 2.786 -0.525 0.000
H -5.047 -0.713 -2.298 0.000
H -6.129 -2.492 -3.603 0.000
H -4.968 -3.769 -5.356 0.000
H -2.379 -3.526 -5.495 0.000
H -1.189 -1.794 -4.106 0.001
C 0.419 -2.822 2.847 0.021
N -0.774 -2.977 3.717 0.001
C -1.283 -4.319 3.452 -0.001
N -1.767 -4.392 2.086 0.000
C -0.610 -4.176 1.186 0.019
N 0.030 -2.835 1.429 0.012
C -1.028 -1.850 1.111 -0.060
N -2.243 -1.961 1.980 -0.002
C -1.750 -1.941 3.430 -0.002
C -2.719 -3.373 1.787 0.000
H 1.091 -3.670 3.017 -0.001
H 0.798 -1.808 3.128 -0.005
H -2.108 -4.490 4.136 0.000
H -0.521 -5.059 3.735 0.000
H -0.908 -4.281 0.136 -0.001
H 0.159 -4.876 1.391 -0.003
H -1.373 -2.018 0.070 0.012
H -0.692 -0.770 1.239 -0.005
H -2.621 -2.117 4.084 0.000
H -1.333 -0.971 3.656 0.001
H -3.062 -3.483 0.719 -0.001
H -3.591 -3.540 2.467 0.000


(2)
52
Properties=species:S:1:pos:R:3:lowdin_charge:R:1 method="wB97M-V/def2-TZVPD" smiles="CCN(CC)c1ccc(/C=C2/C(=O)NC(=O)N(C[C@H]3CCCO3)C2=O)cc1" e_lumo_ev=-0.57 de_lowest_kcal_mol=32.6 spin_multiplicity=1
C 0.831 3.898 3.655 -0.066
C 0.764 2.435 4.097 -0.220
N -0.543 1.853 3.881 -0.109
C -1.466 1.960 4.991 -0.220
C -1.396 0.750 5.924 -0.067
C -0.885 1.256 2.710 -0.201
C -2.098 0.550 2.562 -0.016
C -2.433 -0.048 1.379 -0.019
C -1.599 0.006 0.242 -0.197
C -2.048 -0.686 -0.915 0.074
C -1.597 -0.917 -2.193 -0.030
C -2.445 -1.854 -2.948 -0.420
O -3.486 -2.327 -2.540 0.070
N -1.984 -2.196 -4.200 0.214
C -0.817 -1.796 -4.809 -0.469
O -0.524 -2.171 -5.916 0.110
N -0.061 -0.907 -4.075 0.073
C 1.224 -0.538 -4.649 -0.052
C 2.354 -1.435 -4.085 -0.275
C 3.019 -0.865 -2.816 -0.121
C 3.135 -2.084 -1.902 -0.144
C 1.926 -2.901 -2.349 -0.191
O 1.851 -2.721 -3.747 -0.095
C -0.419 -0.357 -2.849 -0.350
O 0.256 0.556 -2.405 0.056
C -0.393 0.714 0.390 0.005
C -0.049 1.310 1.575 -0.006
H 0.609 3.989 2.595 0.070
H 1.825 4.297 3.840 0.075
H 0.110 4.496 4.207 0.072
H 1.519 1.847 3.570 0.114
H 0.988 2.369 5.165 0.118
H -2.482 2.089 4.613 0.114
H -1.212 2.864 5.552 0.118
H -1.641 -0.163 5.388 0.069
H -0.395 0.644 6.335 0.072
H -2.097 0.873 6.745 0.075
H -2.780 0.456 3.392 0.097
H -3.367 -0.589 1.315 0.119
H -2.986 -1.213 -0.742 0.121
H -2.554 -2.845 -4.729 0.172
H 1.423 0.511 -4.426 0.131
H 1.137 -0.686 -5.726 0.124
H 3.094 -1.583 -4.882 0.149
H 2.375 -0.113 -2.364 0.093
H 3.983 -0.413 -3.040 0.115
H 4.053 -2.635 -2.109 0.113
H 3.098 -1.830 -0.845 0.111
H 2.020 -3.972 -2.161 0.124
H 1.011 -2.533 -1.858 0.116
H 0.269 0.807 -0.453 0.091
H 0.883 1.848 1.612 0.098


(3)
26
Properties=species:S:1:pos:R:3:lowdin_charge:R:1 method="wB97M-V/def2-TZVPD" e_lumo_ev="0.55 / 0.55" de_lowest_kcal_mol=38.2 spin_multiplicity=1
C -1.555 1.525 1.259 -0.039
C -1.124 2.446 0.285 -0.116
C -1.568 0.179 0.933 -0.295
C -0.976 -0.292 -0.233 -0.037
C -0.566 0.698 -1.115 -0.430
C -2.058 -0.845 1.862 -0.048
C 1.628 -0.859 0.116 -0.099
C 2.010 0.440 0.631 -0.386
N -0.711 1.999 -0.922 0.089
N -0.176 0.103 -2.296 0.114
N 1.794 -2.415 -1.583 0.031
N 2.047 -1.280 -1.051 -0.135
F 1.507 0.665 1.878 0.051
F 3.388 0.482 0.789 0.029
H -1.892 1.990 2.152 0.096
H -1.035 3.542 0.327 0.111
H -1.329 -1.423 2.388 0.075
H -2.771 -0.371 2.597 0.099
H -2.727 -1.468 1.219 0.101
H 1.317 -1.719 0.830 0.178
H 1.644 1.348 0.052 0.161
H -0.352 -0.891 -2.407 0.088
H -0.076 0.596 -3.185 0.106
H -1.013 -1.289 -0.378 0.088
H 2.096 -2.532 -2.510 0.015
H 2.498 -0.628 -1.640 0.151


(4)
23
Properties=species:S:1:pos:R:3:lowdin_charge:R:1 method="wB97M-V/def2-TZVPD" smiles="[O-]/[NH+]=C/c1cccc2nccn12.N" e_lumo_ev=-0.88 de_lowest_kcal_mol=62.1 spin_multiplicity=1
O -2.161 1.586 1.732 -0.107
N -1.387 0.699 1.204 -0.105
C -1.592 -0.022 0.101 0.023
C -0.624 -0.901 -0.469 -0.200
C 0.389 -1.478 0.327 -0.018
C 1.471 -2.043 -0.299 -0.093
C 1.579 -2.171 -1.664 0.008
C 0.488 -1.846 -2.468 -0.267
N 0.229 -1.842 -3.731 0.100
C -0.971 -1.336 -3.902 -0.122
C -1.545 -1.024 -2.665 -0.059
N -0.652 -1.329 -1.730 0.033
H -0.480 0.507 1.610 0.136
H -2.527 0.087 -0.455 0.132
H 0.519 -1.143 1.414 0.135
H 2.360 -2.316 0.189 0.093
H 2.501 -2.469 -2.164 0.123
H -1.460 -1.261 -4.894 0.117
H -2.359 -0.448 -2.358 0.088
N 0.222 3.508 1.354 -0.016
H -0.668 3.018 1.522 -0.037
H 0.369 4.267 2.017 -0.003
H 0.280 3.921 0.365 0.041


(5)
75
Properties=species:S:1:pos:R:3:lowdin_charge:R:1 method="wB97M-V/def2-TZVPD" e_lumo_ev=-0.49 de_lowest_kcal_mol=15.5 spin_multiplicity=1
Y -0.059 0.038 0.728 1.246
O -0.452 0.149 5.036 0.040
C -0.531 0.349 3.828 -0.517
N -0.028 -0.424 2.846 -0.129
C 0.627 -1.638 3.304 -0.154
C 0.681 -2.702 2.235 -0.250
C 1.284 -3.923 2.519 -0.010
C 1.363 -4.880 1.530 -0.049
C 0.835 -4.596 0.274 -0.049
C 0.251 -3.365 0.076 -0.132
N 0.163 -2.435 1.035 0.010
C -1.278 1.576 3.335 -0.195
C -1.818 2.440 4.272 0.009
C -2.537 3.536 3.833 -0.043
C -2.696 3.723 2.469 -0.045
C -2.117 2.814 1.602 -0.153
N -1.412 1.761 2.015 0.004
H 0.119 -2.022 4.191 0.129
H 1.655 -1.425 3.620 0.135
H 1.690 -4.100 3.507 0.122
H 1.833 -5.835 1.725 0.111
H 0.895 -5.308 -0.538 0.108
H -0.162 -3.093 -0.889 0.105
H -1.661 2.218 5.318 0.120
H -2.972 4.232 4.539 0.111
H -3.250 4.563 2.074 0.108
H -2.208 2.938 0.533 0.050
O 1.157 -0.570 -6.539 -0.029
C 1.678 0.106 -5.637 -0.702
O 2.384 1.137 -5.650 -0.035
C 1.234 -0.267 -4.214 -0.082
C -0.091 -0.581 -3.934 0.019
C -0.490 -0.708 -2.620 -0.146
N 0.341 -0.568 -1.584 -0.047
C 1.643 -0.349 -1.858 -0.207
C 2.115 -0.192 -3.141 0.062
C 2.587 -0.187 -0.669 -0.584
O 3.721 0.218 -0.875 0.059
O 2.069 -0.457 0.488 -0.157
H -0.792 -0.700 -4.752 0.121
H -1.528 -0.906 -2.373 0.086
H 3.158 0.039 -3.301 0.131
C -3.361 -3.942 -0.496 -0.023
N -3.626 -2.708 -1.225 -0.115
C -4.108 -2.636 -2.522 -0.032
C -4.256 -1.332 -2.814 -0.037
N -3.871 -0.622 -1.688 -0.136
C -3.839 0.830 -1.570 -0.026
C -3.480 -1.469 -0.712 -0.707
Se -2.877 -1.007 0.982 0.706
H -4.274 -4.317 -0.037 0.100
H -2.635 -3.734 0.285 0.044
H -2.966 -4.684 -1.185 0.097
H -4.289 -3.513 -3.120 0.129
H -4.589 -0.846 -3.716 0.130
H -4.416 1.142 -0.703 0.088
H -4.263 1.257 -2.475 0.099
H -2.814 1.176 -1.453 0.039
C 4.697 3.454 -1.522 0.017
C 3.567 3.138 -0.607 -0.253
C 3.701 2.837 0.719 0.030
C 2.595 2.328 1.404 -0.272
N 1.398 2.204 0.823 0.041
C 1.249 2.586 -0.462 -0.798
S -0.235 2.447 -1.238 0.702
N 2.332 3.064 -1.141 0.140
C 2.743 1.871 2.817 0.009
H 5.513 3.924 -0.980 0.092
H 4.389 4.090 -2.352 0.096
H 5.053 2.504 -1.930 0.107
H 4.674 2.866 1.186 0.136
H 2.202 3.217 -2.135 0.160
H 3.031 2.713 3.450 0.099
H 3.537 1.123 2.868 0.104
H 1.820 1.437 3.189 0.063